Record 1
Computed, not measured: a molecular structure, C6H10BClF2HfO6 at a distorted geometry, with the ωB97M-V functional and the def2-TZVPD basis.

As for the HOMO-LUMO gap: 1.47 eV. As for the net charge: +2. Its spin multiplicity is 1. The energy above the lowest of the compared OMol25 structures with the same formula, charge and spin is 274.74 kcal per mole. The HOMO energy comes out at -15.592 eV. The LUMO energy is -14.12 eV.

Structure (XYZ):
```
27
Properties=species:S:1:pos:R:3:forces:R:3
Hf 3.77945 -3.24205 -2.95666 -0.23 -0.75 2.10
Cl 2.15072 0.26186 -1.37646 0.15 -0.42 -0.08
F -3.92549 2.51428 -3.54183 0.17 0.47 -0.18
F 0.16774 -1.68622 5.61815 0.03 -1.08 0.56
O 1.00636 1.47388 5.55853 -1.02 2.51 1.06
O -1.97186 2.70853 -6.30804 -0.42 -0.84 -2.07
O -0.48112 2.34977 7.27208 2.34 -3.54 -4.45
O -3.82415 1.80467 -5.63036 -2.81 -1.62 -0.80
O -3.48812 1.99113 -7.89047 1.13 0.00 4.23
O -0.66348 0.24292 6.34338 -0.18 1.65 0.70
C -0.09296 1.49419 6.42534 -0.09 1.10 2.77
C 1.15113 0.27141 4.81644 -1.28 -0.04 1.76
C -3.15085 2.08988 -6.68804 0.65 1.69 -4.72
C -1.98908 2.85509 -4.94307 0.28 0.75 1.70
C -0.12589 -0.43491 5.29063 0.09 -0.78 -1.94
C -3.11563 1.98485 -4.48351 0.49 -0.73 1.95
B 3.65592 -4.79076 0.43847 0.51 -1.54 -1.24
H -0.88543 -0.46312 4.50935 -0.31 -0.11 -0.33
H 3.34486 -3.76022 0.36443 -1.05 5.87 0.21
H -2.22189 3.87971 -4.65319 0.27 0.29 0.01
H 1.96838 -0.31652 5.23422 0.35 0.11 -0.28
H -2.79971 1.02066 -4.08523 0.01 -0.18 -0.06
H -1.03873 2.53231 -4.51788 0.18 0.23 -0.05
H 3.27834 -5.18393 1.36965 -2.50 -1.29 3.06
H 4.72968 -4.71288 0.51082 4.52 1.04 -0.37
H 1.23024 0.45831 3.74550 0.07 0.18 0.19
H 3.31158 -5.34281 -0.42228 -1.34 -2.96 -3.73
```
Forces are in eV/Å.

Record 2
Computed, not measured: 2 unconnected molecules or ions with the total composition C5H13IN at a distorted geometry, with the ωB97M-V functional and the def2-TZVPD basis.

As for the HOMO-LUMO gap (alpha / beta): 7.42 / 9.30 eV. As for the net charge: +1. Its spin multiplicity is 1. The energy above the lowest of the compared OMol25 structures with the same formula, charge and spin is 124.07 kcal per mole. The HOMO energy (alpha / beta) comes out at -12.460 / -12.908 eV. The LUMO energy (alpha / beta) is -5.04 / -3.61 eV.

Structure (XYZ):
```
20
Properties=species:S:1:pos:R:3:forces:R:3
I -2.39030 -1.18370 1.61094 0.81 0.30 -0.59
N 0.38851 -0.24490 0.42235 -1.08 -0.48 -0.12
C 0.93805 0.77327 -0.45108 2.99 2.09 -1.16
C 0.77968 -1.63256 -0.00851 -2.43 -2.06 2.91
C -2.02471 0.85181 -2.11799 0.69 -0.01 0.75
C 1.04426 0.05029 1.68575 -2.47 2.15 1.18
C -1.07220 0.05862 0.53284 -1.11 1.43 0.91
H -1.25071 0.15970 -2.35292 0.06 -0.66 -0.48
H -1.62864 1.80131 -1.79918 -0.55 0.34 -0.05
H -3.05125 0.65188 -2.37471 -0.02 0.11 0.17
H 0.57931 -2.38491 0.90023 0.78 1.94 -1.73
H 2.02210 0.48441 -0.54474 -0.99 0.34 -0.41
H 0.59839 1.02688 1.96325 0.92 -0.37 0.17
H 0.75960 -0.59587 2.43607 -0.80 -1.76 1.43
H -1.21109 1.15738 0.88808 0.37 -2.03 -0.92
H 1.03919 1.81589 0.03902 -0.88 -1.78 -0.66
H 1.78265 -1.60295 -0.28717 1.61 -0.11 -0.36
H 2.06890 0.05776 1.64465 2.46 0.19 -0.57
H 0.47717 0.84251 -1.43632 -0.01 -0.20 0.35
H 0.15107 -2.08680 -0.75057 -0.34 0.58 -0.80
```
Forces are in eV/Å.

Record 3
Computed, not measured: C3H3NO3S in the gas phase at a distorted geometry, with the ωB97M-V functional and the def2-TZVPD basis.

As for the HOMO-LUMO gap: 10.07 eV. As for the net charge: 0. Its spin multiplicity is 1. The energy above the lowest of the compared OMol25 structures with the same formula, charge and spin is 149.95 kcal per mole. The HOMO energy comes out at -10.209 eV. The LUMO energy is -0.14 eV.

Structure (XYZ):
```
11
Properties=species:S:1:pos:R:3:forces:R:3
S -3.60750 -0.06728 0.01484 2.01 -0.94 1.26
O -4.77608 -0.31326 -0.75553 0.07 1.18 -0.47
O -2.80110 -1.24543 0.23962 -0.59 0.09 0.32
O -3.50700 0.98707 0.99383 -1.28 -0.45 -0.28
N -0.56609 0.12638 -0.29455 0.23 1.63 -0.09
C -1.77600 0.79943 -0.69722 -0.38 0.26 -0.24
C -0.74597 1.50228 -0.23754 0.77 0.72 -0.36
C 0.23251 -0.79492 -0.04614 -0.24 -3.32 -0.05
H -0.09064 2.38147 0.01938 -1.21 -1.20 -0.29
H -0.05000 -1.87713 -0.16062 -0.09 1.39 -0.07
H 1.20509 -0.63026 0.34187 0.71 0.64 0.26
```
Forces are in eV/Å.

Record 4
Computed, not measured: C4H6N2OS in the gas phase at a distorted geometry, with the ωB97M-V functional and the def2-TZVPD basis.

As for the HOMO-LUMO gap: 9.68 eV. As for the net charge: 0. Its spin multiplicity is 1. The energy above the lowest of the compared OMol25 structures with the same formula, charge and spin is 46.31 kcal per mole. The HOMO energy comes out at -8.920 eV. Its SMILES is NCc1coc(S)n1. The LUMO energy is 0.76 eV.

Structure (XYZ):
```
14
Properties=species:S:1:pos:R:3:forces:R:3
S 2.05481 0.70911 -1.67478 -0.25 -0.68 0.28
O 0.00610 -0.95458 -1.24338 -1.75 -1.27 -0.34
N -2.25198 0.99960 2.05652 -1.36 0.38 0.66
N 0.53713 0.22728 0.53443 -0.50 0.07 -0.22
C -0.66658 -0.44408 0.79421 -0.52 0.06 0.51
C -1.45159 -0.21011 2.08975 -0.17 -1.24 0.38
C 0.81860 -0.09784 -0.68959 0.81 1.14 0.87
C -1.00415 -1.20670 -0.27428 1.64 1.16 -0.22
H -2.89410 1.13398 2.87037 0.76 -0.85 -0.91
H -0.75581 -0.26645 2.96318 -0.29 -0.01 -0.65
H 2.25569 -0.35488 -2.47951 -0.04 0.21 0.09
H -2.20424 -1.03261 2.21196 0.87 0.41 -0.16
H -1.70161 1.82036 2.10460 0.95 0.84 -0.31
H -1.79941 -1.84533 -0.58424 -0.17 -0.22 0.02
```
Forces are in eV/Å.

Record 5
Computed, not measured: 2 unconnected molecules or ions with the total composition C3H4O at a distorted geometry, with the ωB97M-V functional and the def2-TZVPD basis.

As for the HOMO-LUMO gap: 9.91 eV. As for the net charge: 0. Its spin multiplicity is 1. The energy above the lowest of the compared OMol25 structures with the same formula, charge and spin is 60.75 kcal per mole. The HOMO energy comes out at -9.066 eV. The LUMO energy is 0.85 eV.

Structure (XYZ):
```
8
Properties=species:S:1:pos:R:3:forces:R:3
O -0.12161 -2.45780 -0.95752 0.52 0.62 0.47
C 0.13231 1.31388 0.39934 1.39 -0.52 1.52
C 0.40186 0.04723 0.70170 -0.75 -1.66 -2.14
C -0.39826 -1.31996 -0.81455 0.59 0.70 2.11
H 1.05147 -0.35918 1.53115 -0.96 0.38 -1.15
H -1.22736 -0.90905 -1.42976 0.28 0.87 0.29
H -0.43147 1.56853 -0.47352 -0.31 0.30 -0.27
H 0.59308 2.11635 1.04315 -0.77 -0.68 -0.82
```
Forces are in eV/Å.

Record 6
Computed, not measured: a molecular structure, C9H27ClFeO12P3 at a distorted geometry, with the ωB97M-V functional and the def2-TZVPD basis.

As for the HOMO-LUMO gap (alpha / beta): 5.85 / 2.20 eV. As for the net charge: +2. Its spin multiplicity is 6. The HOMO energy (alpha / beta) comes out at -13.929 / -13.928 eV. The expectation value of S² is 8.771. The LUMO energy (alpha / beta) is -8.08 / -11.73 eV.

Structure (XYZ):
```
53
Properties=species:S:1:pos:R:3:forces:R:3
Fe 1.42331 1.01139 -3.03613 0.38 -0.46 2.97
Cl 0.38136 0.21716 -1.10193 0.44 0.50 -1.86
P -5.08632 1.82458 0.74594 -1.51 0.09 1.06
P 4.26702 2.24322 -1.47702 2.79 3.08 2.81
P 0.41327 -5.00254 0.53634 0.74 -0.29 5.27
O 3.94694 2.92170 -0.02033 0.23 -0.64 -2.84
O -4.60941 3.22488 0.05536 0.23 -2.79 -0.94
O 4.62128 3.58194 -2.35848 -1.34 -1.59 2.45
O 0.42723 -5.00481 -0.97577 -0.26 0.13 0.43
O -4.54167 0.60157 -0.19617 0.14 2.14 0.19
O 0.26180 -6.46234 1.29762 2.78 4.51 -1.59
O 1.74007 -4.31953 1.21661 -2.96 -0.88 -3.02
O 3.14044 1.41364 -2.01135 -0.11 -0.32 -1.17
O 5.67766 1.48441 -1.20721 -2.97 0.30 -1.26
O -0.80919 -4.11817 1.19818 1.52 -1.30 -1.85
O -4.79498 1.68335 2.20018 0.08 0.20 -2.16
O -6.66759 1.77064 0.46157 0.89 -0.11 0.14
C 2.03086 -4.56725 2.56775 0.94 -0.35 2.18
C 4.82623 3.43046 -3.72665 1.21 -1.41 -2.19
C -4.87123 4.43885 0.66315 -0.23 2.23 1.08
C -7.29806 2.28597 -0.71310 -0.10 0.84 -0.45
C -0.84618 -2.67835 1.01747 0.20 0.78 -0.16
C -0.71601 -7.39668 1.01220 -1.91 -0.91 0.17
C 6.80935 2.17481 -0.62340 1.07 -0.17 -0.48
C 3.11279 2.30322 0.94735 -1.02 -0.60 1.22
C -3.13289 0.38778 -0.12922 0.45 -0.47 0.44
H 7.64475 2.02562 -1.30746 -0.13 -0.06 -0.16
H -5.59641 4.35607 1.47269 0.43 -0.08 0.36
H 6.68720 3.25499 -0.54342 -0.38 -0.22 0.43
H -6.57560 2.80315 -1.34451 0.09 -0.40 -0.24
H -1.59115 -6.81363 0.72535 -0.41 -0.85 -0.27
H -1.76432 -2.42404 0.48790 0.07 -0.16 0.17
H 5.88804 3.40944 -3.97201 0.19 0.69 0.27
H -0.80077 -2.17408 1.98275 -0.39 -0.45 0.28
H 0.02188 -2.28323 0.48979 0.03 -0.40 -0.29
H 2.38682 2.99558 1.37362 0.24 0.50 -0.42
H -2.59693 1.11760 0.47758 -0.26 0.05 0.31
H 4.32680 4.12771 -4.39935 -0.19 0.33 0.72
H -5.27719 5.23531 0.03949 -0.46 -0.70 -1.01
H -3.94015 4.93713 0.93314 0.14 -0.51 0.79
H -7.87133 1.53642 -1.25866 0.48 -0.32 0.15
H -3.02866 -0.59830 0.32341 0.31 0.01 0.04
H -2.60073 0.40189 -1.08039 -0.69 -0.04 -0.39
H 7.09032 1.63282 0.27960 -0.41 0.48 0.20
H 2.30829 -3.66918 3.11967 0.23 0.43 -0.74
H -8.01820 3.06714 -0.46964 -0.01 -0.10 0.60
H 2.89342 -5.23362 2.56135 -0.23 -0.15 0.36
H -0.88745 -7.91352 1.95644 -0.23 0.01 -0.02
H 2.50352 1.47904 0.57639 0.29 -0.09 -0.40
H 3.68042 1.94917 1.80790 0.41 -0.04 -0.31
H 4.58818 2.42228 -4.06578 -0.64 -0.22 -0.03
H -0.38704 -8.15919 0.30618 0.00 0.33 -0.30
H 1.21018 -4.93232 3.18526 -0.16 -0.54 -0.53
```
Forces are in eV/Å.